Entry 1:
97
Properties=species:S:1:pos:R:3:forces:R:3 method="wB97M-V/def2-TZVPD" gap_ev=9.2 homo_energy_ev=-8.902
C 4.1583 2.1127 2.2166 -0.674 -0.774 0.194
C 3.3196 0.9926 1.4711 -0.283 1.514 0.927
C 1.9475 1.6135 0.9900 0.403 -0.504 0.785
Si 0.6958 0.2954 0.3751 0.883 -0.095 0.198
O 1.3582 -1.2536 0.6113 -0.554 1.048 0.320
C -0.9572 0.4606 1.2868 -0.297 0.724 -0.907
C -2.0697 -0.5818 0.8921 -0.626 -0.333 1.064
N -2.8802 -0.8205 2.1367 1.089 -0.409 -0.183
N -1.5869 -1.9078 0.4650 -0.692 0.239 0.002
N -3.0331 -0.0715 -0.1008 1.015 -0.398 1.276
O 4.0527 0.4531 0.3772 0.017 -0.158 0.584
C 5.0694 -0.4754 0.7640 -0.001 -1.525 -1.253
C 4.4750 -1.9099 0.9765 -0.558 -1.020 1.057
C 4.2985 -2.8633 -0.0815 -0.721 -0.695 1.756
C 3.6940 -4.1518 0.2299 0.218 0.837 0.801
C 3.2654 -4.5196 1.5591 1.635 2.118 0.241
C 3.4508 -3.5632 2.6363 0.582 0.520 -2.033
C 4.0424 -2.2991 2.3141 0.010 -0.228 -0.806
H 5.1748 1.7584 2.5119 -0.645 0.321 -0.462
H 3.6227 2.3156 3.1807 0.505 0.090 -1.010
H 4.2043 3.0291 1.5832 0.115 -0.624 0.563
H 3.0542 0.2422 2.2585 0.376 0.079 -0.804
H 2.1264 2.4150 0.2372 -0.150 -0.456 0.532
H 1.4950 2.0572 1.9217 0.427 -0.039 -0.855
H 0.5667 0.4729 -1.0837 -0.003 0.417 0.531
H 1.3152 -1.4942 1.5497 0.256 -0.206 -0.345
H -0.7327 0.5159 2.3816 -0.356 -0.271 -0.671
H -1.3603 1.4741 1.0129 0.374 -0.767 0.366
H -2.1617 -0.9848 2.8512 -0.502 0.128 0.054
H -3.2736 -1.7604 1.9995 -0.137 0.431 0.030
H -0.9218 -2.3248 1.1081 0.211 0.197 -0.416
H -1.2725 -1.9350 -0.5025 0.216 -0.091 0.643
H -3.8097 -0.7365 -0.0473 0.146 0.307 -0.280
H -2.6577 -0.1376 -1.0498 0.119 -0.153 1.201
H 5.7028 -0.1460 1.6167 -0.683 -0.133 -0.320
H 5.7467 -0.5663 -0.1262 -0.515 0.291 0.743
H 4.5858 -2.6401 -1.1296 -0.175 -0.122 0.880
H 3.5298 -4.8679 -0.5993 0.138 0.521 0.645
H 2.7873 -5.4792 1.7964 0.800 0.448 -0.306
H 3.1452 -3.7584 3.6814 0.185 -0.037 -0.843
H 4.1691 -1.5406 3.1189 -0.024 -0.727 -0.582
Br 1.5601 -1.8481 -5.7676 -0.064 0.066 0.009
C 1.8592 -0.4567 -4.4370 0.173 -0.118 -0.176
C 1.8714 -1.0248 -3.0422 -0.186 0.193 0.248
Br 0.0700 -1.4173 -2.4220 0.191 -0.510 -1.298
H 1.0886 0.2955 -4.5862 0.005 -0.075 0.087
H 2.8305 -0.0307 -4.6853 -0.019 -0.030 0.077
H 2.2625 -0.2939 -2.3333 0.015 0.028 0.013
H 2.4426 -1.9462 -2.9582 -0.068 0.039 -0.051
Br -5.0674 3.1965 1.3264 0.069 -0.001 -0.049
C -3.9546 2.5213 2.7762 -0.114 0.058 -0.007
C -3.1210 3.6230 3.3810 0.166 -0.140 0.077
Br -1.6059 4.0705 2.2405 -0.010 0.103 0.097
H -3.3632 1.7048 2.3675 -0.075 0.013 0.015
H -4.6536 2.1235 3.5103 0.052 0.037 -0.004
H -2.6815 3.2988 4.3236 -0.058 -0.047 -0.047
H -3.6773 4.5429 3.5430 0.009 -0.063 -0.066
Br -2.7617 6.2441 -0.4476 0.001 0.109 -0.044
C -1.4712 7.4179 -1.3106 -0.291 -0.185 -0.114
C -0.1171 6.7637 -1.4038 0.179 0.204 -0.011
Br 0.8032 6.7872 0.3149 -0.042 -0.112 -0.042
H -1.4614 8.3477 -0.7475 0.096 -0.073 -0.015
H -1.8749 7.6047 -2.3048 0.109 -0.024 0.000
H 0.5314 7.3187 -2.0804 -0.054 0.007 0.034
H -0.1645 5.7256 -1.7229 -0.087 0.059 0.049
Br -1.1757 -4.4177 -2.1988 0.030 -0.458 -0.074
C -1.2171 -5.9073 -0.9476 -0.345 0.160 -0.034
C -1.1418 -5.4110 0.4709 0.096 -0.083 0.281
Br 0.6784 -4.8749 0.9432 -1.452 -0.014 -0.394
H -0.4027 -6.5742 -1.2174 -0.016 0.076 0.070
H -2.1652 -6.4092 -1.1307 0.043 0.003 0.088
H -1.3943 -6.2068 1.1713 -0.007 -0.020 -0.093
H -1.7837 -4.5516 0.6568 0.005 -0.045 -0.134
Br 2.8216 4.3530 4.7566 -0.182 0.163 0.178
C 1.7655 5.4780 3.5648 0.242 -0.132 -0.070
C 1.8494 6.9286 3.9603 -0.238 0.124 0.013
Br 0.7391 7.3053 5.5155 0.090 0.003 -0.002
H 0.7506 5.0878 3.5776 0.063 0.103 0.018
H 2.1963 5.3249 2.5753 -0.013 0.037 0.040
H 1.4539 7.5643 3.1685 0.002 -0.081 0.005
H 2.8589 7.2479 4.2067 -0.041 -0.095 -0.014
Br -1.7485 -8.9378 -2.5481 -0.073 -0.221 -0.096
C -2.2419 -8.8640 -4.4306 0.251 0.062 0.049
C -2.9368 -7.5688 -4.7626 -0.236 -0.012 -0.141
Br -4.7818 -7.5741 -4.1389 0.081 0.058 0.056
H -2.8492 -9.7423 -4.6338 -0.034 0.110 0.017
H -1.3017 -8.9442 -4.9743 -0.046 0.058 0.006
H -3.0019 -7.4352 -5.8416 0.047 -0.056 0.041
H -2.4554 -6.6986 -4.3213 0.023 -0.095 0.013
Br -2.8328 3.5153 -4.5395 -0.026 -0.043 -0.050
C -4.3635 2.8215 -3.5532 0.109 0.210 0.002
C -3.9265 2.0085 -2.3636 -0.209 -0.168 0.094
Br -3.3027 0.2417 -2.9004 -0.407 0.411 -2.086
H -4.9665 2.2572 -4.2599 0.071 -0.024 0.063
H -4.9170 3.7027 -3.2317 0.042 -0.056 0.074
H -4.7676 1.8216 -1.6972 0.076 0.037 0.001
H -3.1199 2.4716 -1.8008 -0.065 -0.014 -0.023

Entry 2:
89
Properties=species:S:1:pos:R:3:forces:R:3 method="wB97M-V/def2-TZVPD" gap_ev="5.8 / 6.7" homo_energy_ev="-9.790 / -10.713" multiplicity=2 charge=+1
C -5.3145 3.2872 -3.6471 0.200 -0.400 0.050
C -5.0536 2.2149 -2.6136 -0.071 0.219 -0.018
O -3.6490 2.0461 -2.5113 0.041 -0.268 0.108
C -3.2975 1.3605 -1.3314 -0.104 0.225 0.271
C -1.8872 0.8219 -1.4362 -0.594 -0.098 -0.193
O -1.3431 0.7705 -0.1236 0.376 -0.071 -0.439
C 0.0376 1.0675 -0.0209 -0.231 -0.271 0.305
C 0.6919 -0.0563 0.7619 -0.148 -0.133 -0.156
O 1.7600 0.4341 1.5658 -0.354 0.218 0.100
C 1.9499 -0.3050 2.7398 0.858 0.232 -0.190
C 2.7257 0.5244 3.7543 -0.132 -0.355 -0.187
C 2.2262 1.9678 3.8765 -0.449 -0.323 -0.310
C 3.2184 3.0262 3.4787 0.214 -0.420 1.103
C 2.8562 4.4450 3.8832 -0.286 0.119 -0.247
Cl 2.2855 4.4993 5.5732 0.120 -0.024 0.079
C 1.9074 5.2034 2.9014 -0.030 0.080 0.423
C 0.7620 5.9583 3.5316 -0.058 0.133 -0.366
Cl 1.2490 4.1713 1.5961 0.058 -0.045 -0.091
N 4.5333 2.6426 4.1526 -0.479 0.229 -1.166
C 4.9638 1.5044 3.5764 0.955 0.033 0.522
N 6.1544 1.4436 3.0571 0.453 -0.376 -0.129
C 6.7202 0.2795 2.3909 0.816 -0.293 0.159
S 8.5520 0.2104 2.4911 0.047 0.028 0.027
C 9.0109 1.2923 3.8964 -0.429 0.695 -0.530
C 9.6322 2.5886 3.3608 0.024 -0.636 0.063
N 4.1756 0.3777 3.4667 -1.260 0.418 0.014
F 4.6844 -0.5826 4.3524 0.352 -0.086 -0.127
H -5.2818 4.2684 -3.1955 -0.038 0.305 -0.061
H -4.5241 3.2013 -4.3808 0.188 0.147 -0.283
H -6.2485 3.1233 -4.1681 -0.325 0.127 0.048
H -5.4525 2.4988 -1.6401 -0.101 0.119 0.208
H -5.5457 1.2814 -2.8853 0.136 -0.315 -0.097
H -3.3496 2.0260 -0.4637 0.004 0.191 0.027
H -3.9881 0.5425 -1.1328 -0.173 -0.208 -0.083
H -1.9647 -0.1691 -1.8784 0.356 -0.297 0.006
H -1.3147 1.4487 -2.1149 0.188 0.266 0.079
H 0.1366 1.9866 0.5481 0.183 0.246 0.050
H 0.5129 1.1770 -0.9897 -0.037 0.172 -0.254
H 1.0347 -0.8497 0.0997 0.231 -0.100 -0.112
H -0.0974 -0.4921 1.3667 -0.085 -0.014 0.409
H 2.5835 -1.1629 2.5130 -0.227 -0.499 0.134
H 1.0219 -0.6179 3.2133 -0.305 -0.072 -0.166
H 2.5612 0.0341 4.7034 0.213 -0.097 0.366
H 1.3633 2.0844 3.2363 -0.174 -0.066 -0.278
H 1.8600 2.0953 4.8813 0.242 0.338 0.377
H 3.4185 2.9712 2.4151 -0.224 0.288 -0.349
H 3.7784 5.0101 3.8917 0.230 0.240 0.068
H 2.5061 5.9530 2.4084 0.353 -0.019 -0.361
H 1.1194 6.6894 4.2422 0.119 0.029 0.370
H 0.0273 5.3030 3.9764 -0.120 -0.113 0.209
H 0.2963 6.5196 2.7322 -0.289 0.074 -0.151
H 5.2272 3.3662 3.9901 -0.084 0.254 0.313
H 6.7464 2.2636 3.0885 -0.022 0.010 0.001
H 6.4688 0.2924 1.3388 -0.050 0.178 -0.262
H 6.3517 -0.6395 2.8042 -0.375 -0.082 0.353
H 9.6906 0.7566 4.5377 0.156 -0.275 0.159
H 8.1353 1.5484 4.4849 -0.160 -0.343 0.214
H 9.6399 3.3762 4.1041 0.154 0.113 0.202
H 10.6372 2.3660 3.0308 0.343 0.222 -0.054
H 9.0977 2.9177 2.4808 -0.228 0.258 -0.202
C -5.7482 -4.5097 -4.6438 -0.026 -0.183 0.152
C -4.5595 -3.5395 -4.4219 -1.307 -0.555 -0.888
C -3.2948 -4.0827 -5.0935 0.512 -0.097 0.228
C -2.6430 -5.2465 -4.3476 -0.126 0.031 0.003
C -2.4220 -4.8911 -2.8793 0.268 0.182 -0.444
C -3.6960 -4.4091 -2.1866 -0.626 -1.299 0.883
N -4.3474 -3.3108 -2.9600 1.946 0.431 -0.615
O -3.7005 -2.2096 -2.7780 -0.434 0.408 0.376
C -4.6550 -5.6004 -1.9983 -0.139 -0.064 -0.203
C -3.3694 -3.9384 -0.7731 0.153 0.494 0.027
C -4.9502 -2.2377 -5.1163 0.190 0.432 0.257
H -6.4131 -4.5288 -3.7812 0.032 0.016 0.022
H -6.3567 -4.1985 -5.4915 0.133 0.085 -0.068
H -5.4283 -5.5312 -4.8503 0.009 -0.001 0.082
H -2.5588 -3.2764 -5.1779 -0.081 0.080 0.081
H -3.5367 -4.3863 -6.1138 -0.127 0.054 0.000
H -3.2546 -6.1483 -4.4370 -0.017 0.012 0.038
H -1.6859 -5.4842 -4.8156 -0.011 -0.015 -0.003
H -2.0221 -5.7541 -2.3429 -0.108 0.000 0.103
H -1.6562 -4.1103 -2.8176 -0.104 0.095 0.024
H -5.6038 -5.2726 -1.5716 0.006 0.033 -0.014
H -4.2147 -6.3212 -1.3091 0.091 0.095 0.047
H -4.8643 -6.1469 -2.9138 -0.024 0.068 -0.019
H -2.6132 -3.1543 -0.7627 -0.084 0.053 -0.077
H -2.9807 -4.7738 -0.1914 -0.051 -0.105 -0.082
H -4.2612 -3.5616 -0.2699 -0.005 0.016 -0.032
H -5.8325 -1.7929 -4.6527 0.002 -0.022 0.016
H -5.1826 -2.4456 -6.1599 -0.026 -0.136 0.010
H -4.1479 -1.5018 -5.1037 -0.015 -0.018 0.140